1.
Entry from OMol25: one molecule with the formula C4H10N2 at a distorted geometry (the ωB97M-V functional and the def2-TZVPD basis).

Summary:
**HOMO energy**: -7.92 eV
**2S+1**: 1
**Energy above the lowest of the compared OMol25 structures with the same formula, charge and spin**: 1.401 eV
**LUMO energy**: 1.228 eV

Each line ends with the Mulliken charge.
CARTESIAN COORDINATES (ANGSTROEM)
C1 1.84 -0.23 0.26  -0.74
C2 0.44 -0.40 0.85  -0.15
C3 -0.63 0.32 0.07  -0.51
C4 -1.95 0.40 0.28  -0.03
N1 -2.76 1.12 -0.59  -0.49
N2 2.19 -1.16 -0.80  -0.54
H1 2.69 -0.18 0.96  0.32
H2 1.86 0.78 -0.22  0.35
H3 0.14 -1.46 0.82  0.22
H4 0.60 -0.03 1.86  0.26
H5 -0.21 0.81 -0.80  0.13
H6 -2.37 -0.07 1.15  0.36
H7 -2.28 1.51 -1.38  0.20
H8 -3.50 1.73 -0.28  0.20
H9 2.06 -2.09 -0.44  0.20
H10 1.86 -1.05 -1.74  0.21

---

2.
Entry from OMol25: one molecule with the formula C4H10N2 at a distorted geometry (the ωB97M-V functional and the def2-TZVPD basis).

Summary:
**HOMO energy**: -9.07 eV
**2S+1**: 1
**Energy above the lowest of the compared OMol25 structures with the same formula, charge and spin**: 1.123 eV
**LUMO energy**: 1.048 eV

Each line ends with the Mulliken charge.
CARTESIAN COORDINATES (ANGSTROEM)
C1 2.03 -0.29 0.89  -1.22
C2 0.83 -0.64 0.04  -0.15
C3 0.31 0.57 -0.67  -0.87
N1 -2.33 -0.02 0.35  -0.56
C4 -2.03 0.12 -1.06  0.10
N2 -0.88 0.36 -1.50  -0.47
H1 1.90 0.66 1.42  0.33
H2 2.16 -0.88 1.80  0.34
H3 2.94 -0.15 0.31  0.31
H4 1.12 -1.47 -0.63  0.25
H5 0.06 -1.21 0.58  0.37
H6 1.06 0.85 -1.42  0.31
H7 0.23 1.45 -0.04  0.38
H8 -2.96 0.71 0.63  0.23
H9 -1.55 0.03 0.98  0.26
H10 -2.89 -0.09 -1.67  0.39

---

3.
Entry from OMol25: a 2-piece molecular cluster, C4H10N2 overall (the ωB97M-V functional and the def2-TZVPD basis).

Summary:
**HOMO energy**: -8.36 eV
**2S+1**: 1
**Energy above the lowest of the compared OMol25 structures with the same formula, charge and spin**: 1.929 eV
**LUMO energy**: 0.863 eV

Each line ends with the Mulliken charge.
CARTESIAN COORDINATES (ANGSTROEM)
C1 -0.74 -0.56 -2.91  -0.83
C2 0.40 -0.94 -3.48  0.17
N1 1.64 -0.99 -2.85  -0.50
H1 -0.78 -0.28 -1.87  0.22
H2 -1.66 -0.57 -3.47  0.24
H3 0.45 -1.31 -4.50  0.27
H4 1.71 -0.44 -2.01  0.20
H5 2.43 -0.86 -3.46  0.23
C3 0.30 1.41 2.83  -0.66
C4 -1.44 -0.03 3.41  -0.20
N2 -1.04 1.14 3.23  -0.38
H6 0.28 2.10 1.98  0.23
H7 0.86 0.52 2.51  0.29
H8 0.85 1.94 3.60  0.26
H9 -2.47 -0.24 3.68  0.26
H10 -0.80 -0.92 3.30  0.21

---

4.
Entry from OMol25: one molecule with the formula C4H10N2 at a distorted geometry (the ωB97M-V functional and the def2-TZVPD basis).

Summary:
**HOMO energy**: -6.97 eV
**2S+1**: 1
**Energy above the lowest of the compared OMol25 structures with the same formula, charge and spin**: 10.321 eV
**LUMO energy**: -3.217 eV

Each line ends with the Mulliken charge.
CARTESIAN COORDINATES (ANGSTROEM)
C1 -2.09 -0.30 -0.02  -1.05
C2 -1.10 -0.04 -1.08  -0.22
C3 0.33 -0.69 -0.77  -0.75
N1 2.62 0.51 0.59  -0.52
C4 1.31 0.55 1.06  -0.37
N2 0.62 -0.66 0.66  -0.35
H1 -2.38 0.37 0.76  0.33
H2 -0.77 0.80 -1.70  0.43
H3 -0.50 -0.67 0.91  0.30
H4 -1.50 -1.13 -1.31  0.19
H5 -3.07 -0.54 -0.39  0.26
H6 0.31 -1.71 -1.15  0.33
H7 1.19 -0.08 -1.18  0.39
H8 0.85 1.43 0.51  0.36
H9 3.01 1.38 0.96  0.25
H10 1.18 0.77 2.14  0.43

---

5.
Entry from OMol25: a 3-piece molecular cluster, C4H10N2 overall at a distorted geometry (the ωB97M-V functional and the def2-TZVPD basis).

Summary:
**HOMO energy**: -7.53 eV
**2S+1**: 1
**Energy above the lowest of the compared OMol25 structures with the same formula, charge and spin**: 6.518 eV
**LUMO energy**: 1.042 eV

Each line ends with the Mulliken charge.
CARTESIAN COORDINATES (ANGSTROEM)
C1 -1.85 1.08 -0.33  -0.66
C2 -0.60 0.28 -0.29  0.17
C3 1.43 0.44 1.18  -1.07
C4 0.87 0.41 -0.29  -0.35
N1 -1.63 -0.16 0.36  0.55
N2 -2.19 -1.08 1.01  -0.98
H1 -2.12 1.96 0.16  0.31
H2 -2.50 0.86 -1.09  0.27
H3 0.10 3.23 0.29  -0.08
H4 2.39 0.79 1.19  0.41
H5 1.39 -0.37 1.87  0.34
H6 0.91 1.31 1.63  0.25
H7 1.26 -0.52 -0.83  0.24
H8 0.92 1.28 -0.91  0.26
H9 -1.52 -1.72 1.22  0.22
H10 0.55 3.36 -0.45  0.10

---

6.
Entry from OMol25: one molecule with the formula C4H10N2 (the ωB97M-V functional and the def2-TZVPD basis).

Summary:
**HOMO energy**: -8.98 eV
**2S+1**: 1
**Energy above the lowest of the compared OMol25 structures with the same formula, charge and spin**: 0.572 eV
**LUMO energy**: 1.017 eV

Each line ends with the Mulliken charge.
CARTESIAN COORDINATES (ANGSTROEM)
C1 -2.16 -0.50 0.76  -1.07
C2 -1.56 -1.11 -0.51  -0.48
C3 -0.33 -0.39 -1.06  -0.66
N1 0.67 -0.15 -0.05  -0.25
C4 1.35 1.05 0.02  0.16
N2 2.32 1.36 0.77  -0.67
H1 -2.58 0.48 0.53  0.28
H2 -2.94 -1.16 1.10  0.34
H3 -1.40 -0.39 1.54  0.30
H4 -2.34 -1.07 -1.25  0.30
H5 -1.38 -2.19 -0.44  0.36
H6 0.08 -0.96 -1.90  0.27
H7 -0.66 0.58 -1.43  0.38
H8 1.20 -0.97 0.24  0.23
H9 0.91 1.79 -0.66  0.30
H10 2.57 0.56 1.35  0.22

---

7.
Entry from OMol25: one molecule with the formula C4H10N2 at a distorted geometry (the ωB97M-V functional and the def2-TZVPD basis).

Summary:
**HOMO energy**: -8.49 eV
**2S+1**: 1
**Energy above the lowest of the compared OMol25 structures with the same formula, charge and spin**: 0.711 eV
**LUMO energy**: 0.862 eV

Each line ends with the Mulliken charge.
CARTESIAN COORDINATES (ANGSTROEM)
C1 0.22 0.65 1.73  -1.13
C2 -1.46 -0.49 0.33  -0.96
C3 0.40 -0.62 -1.90  -1.06
N1 -0.20 0.25 0.39  0.05
C4 0.70 0.22 -0.66  0.78
N2 1.83 0.85 -0.68  -0.75
H1 1.94 1.40 0.17  0.21
H2 0.60 1.67 1.73  0.34
H3 -0.61 0.62 2.45  0.32
H4 -2.11 -0.28 1.19  0.32
H5 -2.03 -0.22 -0.56  0.31
H6 1.00 -0.02 2.10  0.36
H7 -1.26 -1.57 0.32  0.33
H8 0.42 -1.68 -1.63  0.26
H9 1.15 -0.44 -2.67  0.29
H10 -0.58 -0.36 -2.30  0.33

---

8.
Entry from OMol25: one molecule with the formula C4H10N2 at a distorted geometry (the ωB97M-V functional and the def2-TZVPD basis).

Summary:
**HOMO energy**: -8.42 eV
**2S+1**: 1
**Energy above the lowest of the compared OMol25 structures with the same formula, charge and spin**: 2.843 eV
**LUMO energy**: 1.018 eV

Each line ends with the Mulliken charge.
CARTESIAN COORDINATES (ANGSTROEM)
C1 -1.85 1.66 -0.80  -1.35
C2 -0.74 0.92 0.02  -0.13
C3 -0.62 -0.45 -0.67  -0.47
N1 2.12 -0.24 0.44  -0.43
C4 1.13 -1.14 0.89  0.07
N2 0.00 -1.36 0.27  -0.50
H1 -1.47 1.85 -1.77  0.35
H2 -2.66 0.99 -0.89  0.36
H3 -2.05 2.59 -0.33  0.38
H4 0.39 1.33 0.10  0.19
H5 -1.11 0.85 1.12  0.21
H6 0.07 -0.43 -1.61  0.27
H7 -1.69 -0.75 -1.02  0.28
H8 3.00 -0.49 0.99  0.27
H9 1.88 0.44 -0.25  0.22
H10 1.18 -1.12 1.99  0.28

---

9.
Entry from OMol25: one molecule with the formula C4H10N2 at a distorted geometry (the ωB97M-V functional and the def2-TZVPD basis).

Summary:
**HOMO energy**: -8.01 eV
**2S+1**: 1
**Energy above the lowest of the compared OMol25 structures with the same formula, charge and spin**: 0.966 eV
**LUMO energy**: 1.111 eV

Each line ends with the Mulliken charge.
CARTESIAN COORDINATES (ANGSTROEM)
C1 -0.25 -0.69 0.00  0.23
C2 0.76 -1.33 -0.93  -1.22
C3 -0.34 0.79 -0.08  0.61
N1 0.21 -0.69 1.51  -0.69
N2 0.86 1.49 0.05  -0.54
C4 -1.48 1.38 -0.48  -1.08
H1 -1.24 -1.15 -0.10  0.25
H2 -0.57 -0.48 2.12  0.22
H3 0.61 -1.57 1.81  0.20
H4 0.75 2.47 0.26  0.24
H5 1.51 1.03 0.68  0.28
H6 0.33 -1.43 -1.92  0.32
H7 1.06 -2.31 -0.56  0.33
H8 1.68 -0.75 -1.03  0.33
H9 -1.54 2.44 -0.64  0.25
H10 -2.36 0.80 -0.70  0.27

---

10.
Entry from OMol25: one molecule with the formula C4H10N2 at a distorted geometry (the ωB97M-V functional and the def2-TZVPD basis).

Summary:
**HOMO energy**: -9.23 eV
**2S+1**: 1
**Energy above the lowest of the compared OMol25 structures with the same formula, charge and spin**: 2.665 eV
**LUMO energy**: 1.208 eV

Each line ends with the Mulliken charge.
CARTESIAN COORDINATES (ANGSTROEM)
C1 -0.89 0.05 1.18  -0.59
C2 0.39 -0.68 0.80  -0.50
C3 0.74 -0.13 -0.60  -0.57
C4 -0.01 -0.27 -2.88  -0.31
N1 -0.17 -0.32 -1.62  -0.36
N2 -0.60 1.29 1.96  -0.61
H1 -1.67 -0.61 1.51  0.37
H2 -1.32 0.41 0.29  0.30
H3 1.36 -0.53 1.39  0.35
H4 0.41 -1.82 0.74  0.29
H5 1.82 -0.49 -0.61  0.35
H6 0.85 1.01 -0.47  0.31
H7 -0.85 -0.53 -3.43  0.28
H8 0.84 0.07 -3.52  0.24
H9 0.30 1.08 2.55  0.23
H10 -1.21 1.48 2.71  0.22

---

11.
Entry from OMol25: C4H10N2 as an isolated structure (the ωB97M-V functional and the def2-TZVPD basis).

Summary:
**HOMO energy**: -6.90 eV
**2S+1**: 1
**Energy above the lowest of the compared OMol25 structures with the same formula, charge and spin**: 2.988 eV
**LUMO energy**: 0.901 eV

Each line ends with the Mulliken charge.
CARTESIAN COORDINATES (ANGSTROEM)
C1 -0.96 0.31 0.50  0.33
C2 -2.17 0.84 -0.23  -1.33
C3 2.32 -0.12 -0.27  -1.34
N1 -0.20 -0.96 -0.20  -0.49
C4 1.00 -0.13 0.47  0.32
N2 0.22 1.04 0.47  -0.79
H1 -1.27 -0.18 1.46  0.33
H2 -0.18 -0.86 -1.21  0.29
H3 -0.39 -1.93 0.08  0.36
H4 1.12 -0.68 1.44  0.33
H5 -2.54 1.71 0.33  0.31
H6 -2.98 0.10 -0.28  0.34
H7 -1.90 1.17 -1.23  0.34
H8 3.01 0.52 0.27  0.32
H9 2.18 0.29 -1.27  0.34
H10 2.75 -1.12 -0.34  0.35

---

12.
Entry from OMol25: a 2-piece molecular cluster, C4H10N2 overall at a distorted geometry (the ωB97M-V functional and the def2-TZVPD basis).

Summary:
**HOMO energy**: -8.19 eV
**2S+1**: 1
**Energy above the lowest of the compared OMol25 structures with the same formula, charge and spin**: 2.407 eV
**LUMO energy**: 0.715 eV

Each line ends with the Mulliken charge.
CARTESIAN COORDINATES (ANGSTROEM)
C1 3.71 1.82 1.66  -0.78
C2 3.87 0.97 0.62  0.11
N1 3.10 -0.12 0.31  -0.44
H1 2.96 1.54 2.40  0.20
H2 4.33 2.70 1.67  0.25
H3 4.40 1.37 -0.24  0.27
H4 2.45 -0.33 1.04  0.17
H5 2.82 -0.36 -0.62  0.22
C3 -2.67 -0.36 -0.96  -0.80
C4 -4.59 -1.56 -0.75  -0.24
N2 -4.10 -0.46 -1.12  -0.38
H6 -2.17 -1.26 -1.35  0.30
H7 -2.12 0.43 -1.48  0.29
H8 -2.37 -0.26 0.09  0.30
H9 -5.64 -1.76 -0.94  0.26
H10 -3.98 -2.36 -0.31  0.27

---

13.
Entry from OMol25: a 2-piece molecular cluster, C4H10N2 overall at a distorted geometry (the ωB97M-V functional and the def2-TZVPD basis).

Summary:
**HOMO energy**: -9.05 eV
**2S+1**: 1
**Energy above the lowest of the compared OMol25 structures with the same formula, charge and spin**: 1.980 eV
**LUMO energy**: 0.950 eV

Each line ends with the Mulliken charge.
CARTESIAN COORDINATES (ANGSTROEM)
C1 -1.88 -0.29 -1.24  -0.70
C2 -1.88 -0.02 0.22  0.08
C3 -2.45 1.10 0.73  -0.76
H1 -2.36 -1.21 -1.58  0.27
H2 -2.30 0.58 -1.82  0.25
H3 -0.80 -0.29 -1.55  0.11
H4 -1.56 -0.74 1.02  0.28
H5 -2.23 1.46 1.77  0.24
H6 -2.91 1.91 0.11  0.23
N1 2.98 -0.63 1.33  -0.40
C4 2.39 -0.18 0.18  0.21
N2 2.05 -0.87 -0.89  -0.76
H7 3.56 -1.45 1.33  0.23
H8 3.07 0.00 2.04  0.21
H9 2.26 0.92 0.10  0.25
H10 2.04 -0.30 -1.74  0.26

---

14.
Entry from OMol25: an isolated ion of composition C4H10N2 and charge +1 at a distorted geometry (the ωB97M-V functional and the def2-TZVPD basis).

Summary:
**Net charge**: +1
**HOMO energy (alpha / beta)**: -15.94 / -15.95 eV
**2S+1**: 2
**Energy above the lowest of the compared OMol25 structures with the same formula, charge and spin**: 2.079 eV
**LUMO energy (alpha / beta)**: -4.050 / -8.461 eV

Each line ends with the Mulliken charge.
CARTESIAN COORDINATES (ANGSTROEM)
C1 0.99 -1.63 -0.70  -1.08
C2 -0.19 -0.86 -1.28  -0.37
C3 -1.00 0.00 -0.24  -0.70
N1 -0.25 0.41 0.91  0.00
C4 0.10 1.71 1.02  0.08
N2 0.16 2.18 2.23  -0.42
H1 1.35 -1.22 0.25  0.33
H2 0.73 -2.65 -0.44  0.31
H3 1.89 -1.59 -1.31  0.32
H4 -0.88 -1.58 -1.71  0.35
H5 0.12 -0.26 -2.14  0.33
H6 -1.53 0.78 -0.78  0.41
H7 -1.86 -0.63 0.01  0.36
H8 -0.32 -0.08 1.80  0.34
H9 0.18 2.29 0.10  0.42
H10 0.51 3.13 2.29  0.32

---

15.
Entry from OMol25: C4H10N2O as an isolated structure at a distorted geometry (the ωB97M-V functional and the def2-TZVPD basis).

Summary:
**HOMO energy**: -7.76 eV
**2S+1**: 1
**Energy above the lowest of the compared OMol25 structures with the same formula, charge and spin**: 5.465 eV
**LUMO energy**: -1.095 eV

Each line ends with the Mulliken charge.
CARTESIAN COORDINATES (ANGSTROEM)
C1 -1.03 -0.21 -0.22  -0.62
N1 0.10 -0.43 0.62  -0.45
C2 -0.21 -1.27 1.60  -0.08
O1 -1.31 -1.80 1.80  -0.65
C3 -0.73 0.91 -1.11  0.18
C4 -0.07 0.70 -2.31  -0.66
N2 2.47 1.61 -0.17  -0.80
H1 -1.38 -1.08 -0.81  0.27
H2 -1.96 -0.05 0.35  0.35
H3 1.90 1.13 0.52  0.33
H4 0.64 -1.50 2.27  0.38
H5 -1.14 1.87 -0.94  0.40
H6 0.59 1.07 -1.31  0.20
H7 -0.02 1.51 -3.00  0.30
H8 0.36 -0.26 -2.54  0.34
H9 2.20 2.56 -0.38  0.24
H10 2.68 1.13 -1.03  0.28